Entry 1:
Computed, not measured: a molecular structure, C18H22N8NaO2S, with ωB97M-V/def2-TZVPD.

XYZ file:
```
52
Properties=species:S:1:pos:R:3:nbo_charge:R:1
S -1.39 0.53 1.60 -0.31
Na -1.00 -0.44 -1.12 0.89
O 1.22 -0.07 -0.97 -0.87
O -2.83 -1.56 -1.75 -0.84
N 0.01 -2.40 -0.94 -0.42
N -2.75 2.51 -1.35 -0.51
N 0.61 3.60 2.93 -0.30
N 1.32 -2.33 -0.49 -0.47
N 0.25 2.67 0.97 -0.23
N 0.39 2.50 -0.41 -0.69
N -4.49 1.71 -0.27 -0.51
N -0.21 2.51 3.03 -0.39
C 1.74 4.68 1.01 -0.65
C -3.34 3.52 -0.62 -0.11
C 0.16 -4.74 -0.28 -0.67
C 3.92 -2.04 0.50 -0.20
C 1.80 -1.12 -0.54 0.53
C -2.93 -2.82 -1.58 0.46
C 0.87 3.67 1.66 0.37
C 5.82 -0.61 0.89 -0.24
C -1.97 -3.74 -1.20 -0.51
C -0.58 -3.54 -0.83 0.26
C 5.22 -1.86 0.96 -0.23
C -4.42 3.04 0.06 -0.12
C 5.12 0.46 0.35 -0.23
C -3.46 1.43 -1.11 0.17
C 3.83 0.28 -0.11 -0.22
C -4.33 -3.37 -1.81 -0.67
C 3.21 -0.97 -0.04 -0.01
C -0.45 1.89 1.86 0.23
H -0.44 -5.64 -0.37 0.19
H 1.17 5.26 0.28 0.23
H -3.29 0.42 -1.46 0.25
H 6.84 -0.48 1.26 0.20
H -0.54 2.50 -0.83 0.39
H 5.59 1.43 0.29 0.20
H 3.43 -3.00 0.54 0.24
H -5.11 3.51 0.73 0.21
H -5.01 -2.94 -1.07 0.20
H -2.95 4.52 -0.63 0.20
H -2.31 -4.76 -1.11 0.18
H -0.56 2.21 3.91 0.42
H 1.11 -4.87 -0.79 0.23
H -5.13 1.02 0.10 0.42
H 0.85 1.59 -0.58 0.43
H -4.69 -3.05 -2.79 0.20
H 2.14 5.34 1.77 0.23
H 2.55 4.19 0.47 0.24
H 0.40 -4.57 0.77 0.22
H -4.38 -4.46 -1.75 0.19
H 3.27 1.10 -0.54 0.22
H 5.76 -2.70 1.38 0.20
```

Calculated values
HOMO = -3.20 eV
Net charge = -1
Relative energy (zero: lowest compared OMol25 entry of this formula, charge and spin) = 0.0 kcal/mol
Frontier orbital gap = 5.48 eV
Energy = -1848.2513 Eh



Entry 2:
Computed, not measured: a single C18H22O3 molecule, with ωB97M-V/def2-TZVPD.

XYZ file:
```
43
Properties=species:S:1:pos:R:3:nbo_charge:R:1
O -0.63 -2.47 -0.69 -0.51
O 1.47 4.87 2.35 -0.49
O 0.30 -0.43 1.35 -0.52
C 0.28 -2.41 -2.95 -0.25
C -2.00 -1.78 -2.46 -0.06
C 0.49 -2.82 1.37 -0.43
C 2.42 5.28 3.30 -0.25
C -1.17 -1.68 -4.72 -0.24
C 0.61 -2.87 -0.16 -0.06
C 0.06 -2.13 -4.29 -0.22
C 1.25 3.53 2.18 0.27
C 1.61 1.19 2.62 -0.31
C 0.30 3.18 1.22 -0.22
C 0.66 0.84 1.67 0.35
C -3.11 -1.59 -1.46 -0.41
C 0.01 1.86 0.97 -0.26
C -2.19 -1.51 -3.80 -0.19
C -0.74 -2.23 -2.03 0.30
C 1.90 2.52 2.87 -0.28
C 1.00 -1.50 1.95 -0.06
C -2.88 -0.33 -0.61 -0.60
H -1.95 -0.43 -0.05 0.22
H 0.84 -3.89 -0.49 0.18
H 0.87 -2.28 -5.00 0.21
H -1.34 -1.46 -5.77 0.21
H -2.81 0.54 -1.26 0.20
H 2.65 2.75 3.62 0.22
H 2.15 4.95 4.31 0.17
H -0.56 -2.94 1.62 0.23
H -0.20 3.97 0.68 0.22
H 2.08 -1.40 1.74 0.17
H -3.70 -0.19 0.08 0.20
H 1.41 -2.20 -0.50 0.18
H 1.06 -3.63 1.82 0.21
H -4.06 -1.51 -1.98 0.20
H 2.14 0.44 3.19 0.22
H -3.15 -2.45 -0.80 0.22
H 3.42 4.91 3.05 0.17
H 2.42 6.37 3.26 0.20
H 0.85 -1.50 3.03 0.18
H 1.25 -2.77 -2.64 0.21
H -3.16 -1.16 -4.13 0.21
H -0.72 1.59 0.23 0.23
```

Calculated values
HOMO = -7.94 eV
Net charge = 0
Relative energy (zero: lowest compared OMol25 entry of this formula, charge and spin) = 5.6 kcal/mol
Frontier orbital gap = 8.72 eV
Energy = -924.7868 Eh
Structure (SMILES) = CCc1ccccc1OCCCOc1ccc(OC)cc1



Entry 3:
Computed, not measured: a molecular structure, C18H23Br12F10NO2P, with ωB97M-V/def2-TZVPD.

XYZ file:
```
67
Properties=species:S:1:pos:R:3:nbo_charge:R:1
Br -0.17 -4.48 -2.40 0.13
Br 2.19 2.88 5.42 0.06
Br 3.32 0.50 7.18 0.11
Br -8.14 -0.24 0.32 0.12
Br -3.18 -4.56 -5.36 0.09
Br -5.52 0.87 1.74 0.07
Br 0.19 0.88 6.84 0.10
Br -3.69 -6.83 -3.20 0.09
Br -0.90 -6.11 0.22 0.14
Br -1.37 -7.17 -5.35 0.10
Br 0.44 -3.25 0.46 0.00
Br -6.17 -2.23 1.83 0.10
P 2.04 3.68 0.23 0.84
F -1.53 -1.79 -1.27 -0.33
F -3.46 2.67 -3.29 -0.28
F -2.18 -0.93 -3.63 -0.28
F -4.16 0.23 -2.85 -0.28
F 0.17 -1.18 -2.49 -0.31
F 5.46 -0.33 0.48 -0.32
F -3.27 0.18 -0.87 -0.31
F -4.10 2.57 -1.22 -0.28
F -2.00 2.72 -1.69 -0.33
F -1.10 0.94 -3.40 -0.31
O 3.93 0.98 2.51 -0.50
O 4.22 -0.26 -1.33 -0.52
N 1.79 0.77 0.66 -0.39
C -6.32 -0.61 0.81 -0.51
C -0.75 -4.39 -0.58 -0.49
C 1.77 3.75 -1.59 -0.94
C 0.36 3.59 0.99 -0.96
C -3.18 2.19 -2.10 0.93
C 2.32 -0.44 1.43 -0.05
C 2.75 1.99 0.60 -0.37
C -1.81 -0.01 -2.75 0.59
C 1.89 1.75 6.96 -0.50
C -3.12 0.63 -2.14 0.55
C 3.42 2.16 1.97 -0.10
C 4.33 -0.58 -0.20 0.88
C 2.90 0.06 2.75 -0.09
C -0.85 -0.72 -1.74 0.67
C -0.30 0.10 -0.55 -0.51
C -3.12 -6.45 -5.00 -0.50
C 1.21 0.36 -0.68 -0.22
C 3.30 -1.32 0.62 -0.57
H 2.12 0.52 3.37 0.19
H 2.76 -1.95 -0.09 0.27
H 2.68 2.60 2.67 0.18
H -0.83 1.04 -0.45 0.24
H 0.79 4.20 -1.78 0.25
H 1.42 1.15 -1.39 0.24
H -0.29 4.23 0.40 0.27
H -3.81 -6.93 -5.67 0.23
H 3.32 -0.79 3.30 0.23
H -0.13 2.62 1.08 0.19
H 1.74 -0.52 -1.02 0.26
H 1.84 2.81 -2.14 0.23
H 1.00 1.11 1.22 0.44
H -0.51 -0.50 0.34 0.25
H 1.87 2.40 7.82 0.24
H 3.48 1.77 -0.18 0.26
H 4.24 2.88 1.86 0.25
H 2.53 4.43 -1.98 0.26
H 1.43 -1.04 1.67 0.24
H -5.76 -0.76 -0.10 0.22
H 3.80 -1.99 1.32 0.28
H -1.72 -3.91 -0.56 0.23
H 0.43 4.02 2.00 0.26
```

Calculated values
HOMO = -11.86 eV
Net charge = +1
Frontier orbital gap = 9.23 eV
Energy = -33132.8267 Eh



Entry 4:
Computed, not measured: a molecular structure, C18H23Cl2N6O5OsP, with ωB97M-V/def2-TZVPD.

XYZ file:
```
56
Properties=species:S:1:pos:R:3:lowdin_spin:R:1
Os -0.07 0.43 -0.13 2.39
Cl 3.12 -0.57 -3.53 0.00
Cl 4.58 0.18 -1.09 0.00
P -0.89 0.01 3.32 0.00
O 2.56 2.29 -2.53 0.03
O -0.15 -0.79 -1.80 0.16
O 0.12 -2.92 -0.05 0.15
O 0.12 -2.21 -3.54 0.27
O 1.37 1.45 -0.85 0.22
N -0.72 2.83 3.23 0.01
N -1.74 -0.52 0.68 0.03
N 1.23 -0.62 1.57 0.11
N -3.11 -1.32 2.18 0.02
N 1.54 -1.39 3.61 0.00
N -0.31 1.88 1.30 0.01
C -1.96 -0.65 1.99 0.02
C 2.64 -1.72 2.89 0.00
C 1.73 -3.77 -1.64 0.03
C 0.06 -1.85 -2.42 0.16
C -0.63 1.65 2.58 0.01
C 2.31 1.38 -1.83 0.02
C 0.32 -3.36 -1.31 0.22
C 2.45 -1.24 1.62 0.01
C 3.00 0.01 -1.88 0.01
C 0.70 -0.72 2.78 0.01
C -3.64 -1.62 0.96 0.00
C -0.20 3.23 1.13 0.01
C -0.45 3.83 2.33 0.00
C -3.72 -1.65 3.47 0.00
C -1.06 3.03 4.64 0.00
C -2.78 -1.12 0.03 0.02
C 1.33 -1.68 5.03 0.00
C -0.81 -4.25 -1.76 0.03
H -1.78 -3.80 -1.56 0.00
H 0.93 -2.58 0.34 0.00
H 0.45 -2.31 5.16 0.00
H -4.02 -0.74 3.99 0.00
H 3.47 -2.25 3.33 0.00
H -2.04 2.63 4.86 0.00
H -3.02 -2.22 4.08 0.00
H -4.60 -2.26 3.28 0.00
H 1.83 -3.98 -2.70 0.00
H -2.85 -1.14 -1.05 0.00
H -0.45 4.87 2.62 0.00
H 2.44 -0.72 -1.30 0.00
H 1.22 -0.76 5.59 0.00
H -1.06 4.10 4.83 0.00
H -0.71 -4.49 -2.81 0.00
H -0.74 -5.17 -1.17 0.01
H 2.45 -3.00 -1.38 0.00
H 3.14 -1.25 0.79 0.00
H 0.07 3.67 0.19 0.00
H -4.57 -2.15 0.86 0.00
H 2.20 -2.22 5.39 0.00
H 1.96 -4.67 -1.07 0.01
H -0.31 2.56 5.27 0.00
```

Calculated values
HOMO (spin up / spin down) = -14.74 / -15.05 eV
Net charge = +2
Relative energy (zero: lowest compared OMol25 entry of this formula, charge and spin) = 7.2 kcal/mol
Spin multiplicity = 5
Frontier orbital gap (spin up / spin down) = 8.91 / 6.73 eV
Energy = -2756.3046 Eh



Question: Which value of net charge does entry 3 give?
Answer: +1



What did the third record say?
Computed, not measured: a molecular structure, C18H23Br12F10NO2P, with ωB97M-V/def2-TZVPD.

XYZ file:
```
67
Properties=species:S:1:pos:R:3:nbo_charge:R:1
Br -0.17 -4.48 -2.40 0.13
Br 2.19 2.88 5.42 0.06
Br 3.32 0.50 7.18 0.11
Br -8.14 -0.24 0.32 0.12
Br -3.18 -4.56 -5.36 0.09
Br -5.52 0.87 1.74 0.07
Br 0.19 0.88 6.84 0.10
Br -3.69 -6.83 -3.20 0.09
Br -0.90 -6.11 0.22 0.14
Br -1.37 -7.17 -5.35 0.10
Br 0.44 -3.25 0.46 0.00
Br -6.17 -2.23 1.83 0.10
P 2.04 3.68 0.23 0.84
F -1.53 -1.79 -1.27 -0.33
F -3.46 2.67 -3.29 -0.28
F -2.18 -0.93 -3.63 -0.28
F -4.16 0.23 -2.85 -0.28
F 0.17 -1.18 -2.49 -0.31
F 5.46 -0.33 0.48 -0.32
F -3.27 0.18 -0.87 -0.31
F -4.10 2.57 -1.22 -0.28
F -2.00 2.72 -1.69 -0.33
F -1.10 0.94 -3.40 -0.31
O 3.93 0.98 2.51 -0.50
O 4.22 -0.26 -1.33 -0.52
N 1.79 0.77 0.66 -0.39
C -6.32 -0.61 0.81 -0.51
C -0.75 -4.39 -0.58 -0.49
C 1.77 3.75 -1.59 -0.94
C 0.36 3.59 0.99 -0.96
C -3.18 2.19 -2.10 0.93
C 2.32 -0.44 1.43 -0.05
C 2.75 1.99 0.60 -0.37
C -1.81 -0.01 -2.75 0.59
C 1.89 1.75 6.96 -0.50
C -3.12 0.63 -2.14 0.55
C 3.42 2.16 1.97 -0.10
C 4.33 -0.58 -0.20 0.88
C 2.90 0.06 2.75 -0.09
C -0.85 -0.72 -1.74 0.67
C -0.30 0.10 -0.55 -0.51
C -3.12 -6.45 -5.00 -0.50
C 1.21 0.36 -0.68 -0.22
C 3.30 -1.32 0.62 -0.57
H 2.12 0.52 3.37 0.19
H 2.76 -1.95 -0.09 0.27
H 2.68 2.60 2.67 0.18
H -0.83 1.04 -0.45 0.24
H 0.79 4.20 -1.78 0.25
H 1.42 1.15 -1.39 0.24
H -0.29 4.23 0.40 0.27
H -3.81 -6.93 -5.67 0.23
H 3.32 -0.79 3.30 0.23
H -0.13 2.62 1.08 0.19
H 1.74 -0.52 -1.02 0.26
H 1.84 2.81 -2.14 0.23
H 1.00 1.11 1.22 0.44
H -0.51 -0.50 0.34 0.25
H 1.87 2.40 7.82 0.24
H 3.48 1.77 -0.18 0.26
H 4.24 2.88 1.86 0.25
H 2.53 4.43 -1.98 0.26
H 1.43 -1.04 1.67 0.24
H -5.76 -0.76 -0.10 0.22
H 3.80 -1.99 1.32 0.28
H -1.72 -3.91 -0.56 0.23
H 0.43 4.02 2.00 0.26
```

Calculated values
HOMO = -11.86 eV
Net charge = +1
Frontier orbital gap = 9.23 eV
Energy = -33132.8267 Eh